No. 1
DFT (ωB97M-V/def2-TZVPD) results for a structure of composition C10H11MnNO7S2.

```
! wB97M-V def2-TZVPD RIJCOSX def2/J DEFGRID3
* xyz -1 5
Mn -0.046 0.183 -0.778
N 0.433 -0.348 -2.876
C -0.375 -1.451 -3.415
C -1.831 -1.311 -2.971
C -2.034 -1.795 -1.548
O -2.812 -2.686 -1.282
O -1.284 -1.214 -0.637
H 0.220 0.536 -3.347
H 1.426 -0.516 -2.995
H 0.040 -2.389 -3.044
H -0.327 -1.478 -4.507
H -2.487 -1.891 -3.616
H -2.120 -0.258 -3.035
O 3.121 -1.291 1.222
C 1.995 -0.853 1.102
O 1.358 -0.811 -0.037
C 1.279 -0.243 2.283
C 2.035 0.333 3.298
C 1.410 0.929 4.382
C 0.023 0.933 4.471
C -0.735 0.332 3.477
C -0.109 -0.254 2.385
H 3.113 0.311 3.209
H 2.004 1.393 5.159
H -0.466 1.398 5.319
H -1.815 0.315 3.549
H -0.708 -0.772 1.645
O -1.332 1.520 -1.320
S -0.290 2.665 -1.415
O -0.665 3.805 -0.641
O 0.864 1.867 -0.750
S 0.116 3.041 -3.289
*
```

Properties
E = -2916.7136 Ha
⟨S²⟩ = 6.041
orbital gap (alpha / beta) = 0.302 / 0.322 Ha
E_LUMO (alpha / beta) = 2.30 / 2.79 eV
HOMO energy (alpha / beta) = -5.92 / -5.97 eV

No. 2
DFT (ωB97M-V/def2-TZVPD) results for a cluster of 4 separate species, C10H11N in total at a distorted geometry.

```
! wB97M-V def2-TZVPD RIJCOSX def2/J DEFGRID3
* xyz 0 1
C -1.704 -0.707 -1.752
C -0.886 0.478 -0.868
C -1.214 1.724 -0.630
C -1.548 2.994 -0.443
C 0.326 0.028 -0.131
C 1.169 -1.085 -0.273
C 1.959 -1.623 0.762
C 2.239 -0.807 1.716
C 1.936 0.699 1.467
C 0.835 1.065 0.852
H -1.666 -1.514 0.684
H -0.979 -2.881 -1.025
H -1.232 -1.105 -2.707
H -2.643 -0.381 -2.000
H -1.291 3.876 -0.966
H -2.116 3.130 0.575
H 0.978 -1.790 -0.955
H 2.345 -2.689 0.627
H 2.555 -1.310 3.068
H 2.414 1.533 2.068
H 0.436 2.209 0.773
N -1.915 -1.843 -0.843
*
```

Properties
E = -441.9999 Ha
orbital gap = 0.300 Ha
E_LUMO = 0.01 eV
HOMO energy = -8.16 eV
energy relative to the best compared isomer or geometry (same formula, charge and spin) = 243.5 kcal per mole

No. 3
DFT (ωB97M-V/def2-TZVPD) results for a cluster of 2 separate species, C10H11N in total at a distorted geometry.

```
! wB97M-V def2-TZVPD RIJCOSX def2/J DEFGRID3
* xyz 0 1
C 0.512 -0.917 -1.622
C -0.642 -1.474 -1.248
H 1.180 -1.421 -2.330
H 0.823 0.058 -1.233
H -0.953 -2.449 -1.638
H -1.311 -0.971 -0.541
C -2.011 0.513 0.524
C -2.034 -0.627 1.296
C 1.415 1.855 -0.435
C 2.162 0.859 0.230
C 0.029 1.851 -0.413
C 1.536 -0.162 0.931
C -0.637 0.830 0.289
C 0.138 -0.163 0.951
N -0.743 -1.031 1.552
H -2.886 1.056 0.168
H -2.879 -1.191 1.690
H 1.947 2.647 -0.979
H 3.259 0.893 0.191
H -0.541 2.632 -0.934
H 2.119 -0.936 1.447
H -0.482 -1.851 2.104
*
```

Properties
E = -442.3353 Ha
structure (SMILES) = c1ccc2[nH]ccc2c1.C=C
orbital gap = 0.337 Ha
E_LUMO = 0.95 eV
HOMO energy = -8.23 eV
energy relative to the best compared isomer or geometry (same formula, charge and spin) = 33.1 kcal per mole

No. 4
DFT (ωB97M-V/def2-TZVPD) results for a cluster of 2 separate species, C10H11N2 in total at a distorted geometry.

```
! wB97M-V def2-TZVPD RIJCOSX def2/J DEFGRID3
* xyz 1 1
C -3.108 1.212 0.261
C -3.453 0.016 -0.314
C -1.762 1.402 0.694
C 0.618 0.330 0.778
C -2.426 -0.928 -0.614
C -0.095 -1.428 -0.562
C 0.969 -0.912 0.135
C -0.758 0.538 0.343
C 2.871 1.005 0.236
C 2.226 -1.659 0.268
N -1.169 -0.589 -0.381
N 3.257 1.753 -0.672
H -3.961 1.873 0.563
H -4.491 -0.260 -0.516
H -1.361 2.237 1.296
H 0.877 0.819 1.713
H -2.763 -1.915 -0.889
H -0.105 -2.348 -1.102
H 2.391 -1.940 1.260
H 2.305 -2.544 -0.304
H 3.018 -0.937 0.123
H 2.760 2.591 -1.175
H 4.159 1.686 -1.142
*
```

Properties
E = -496.7387 Ha
orbital gap (alpha / beta) = 0.278 / 0.210 Ha
E_LUMO (alpha / beta) = -3.90 / -5.44 eV
HOMO energy (alpha / beta) = -11.47 / -11.16 eV
energy relative to the best compared isomer or geometry (same formula, charge and spin) = 119.2 kcal per mole

No. 5
DFT (ωB97M-V/def2-TZVPD) results for the ion C10H11N2O3 with charge +1 at a distorted geometry.

```
! wB97M-V def2-TZVPD RIJCOSX def2/J DEFGRID3
* xyz 1 1
C -3.065 1.136 -1.331
C -3.052 -0.106 -1.943
C -1.920 1.615 -0.719
C -1.902 -0.876 -1.928
C -0.752 0.868 -0.723
C -0.752 -0.399 -1.313
C 0.839 0.649 1.166
C 1.785 -0.327 1.149
C 0.524 1.393 -0.114
C 3.605 -2.041 0.759
N 0.129 0.939 2.247
N 2.688 -1.043 1.007
O 0.439 0.202 3.357
O -0.726 1.781 2.334
O 0.400 -1.139 -1.257
H -3.961 1.734 -1.334
H -3.937 -0.481 -2.431
H -1.929 2.583 -0.243
H -1.890 -1.851 -2.396
H 1.349 1.262 -0.814
H 0.410 2.452 0.127
H 3.905 -1.986 -0.291
H 4.484 -1.890 1.391
H 3.171 -3.021 0.963
H -0.117 0.491 4.108
H 0.276 -1.946 -1.773
*
```

Properties
E = -722.5075 Ha
structure (SMILES) = CN=C=C(Cc1ccccc1O)[N+](=O)O
orbital gap (alpha / beta) = 0.258 / 0.258 Ha
E_LUMO (alpha / beta) = -4.74 / -4.75 eV
HOMO energy (alpha / beta) = -11.76 / -11.76 eV
energy relative to the best compared isomer or geometry (same formula, charge and spin) = 0.0 kcal per mole

No. 6
DFT (ωB97M-V/def2-TZVPD) results for the ion C10H11N3 with charge +2 at a distorted geometry.

```
! wB97M-V def2-TZVPD RIJCOSX def2/J DEFGRID3
* xyz 2 1
C 0.240 2.906 -1.305
C 0.554 1.927 -2.288
C -0.146 2.468 -0.058
C 0.609 0.604 -2.031
C -0.737 0.771 1.458
C -0.101 1.045 0.169
C 0.312 0.127 -0.815
C -0.758 -0.305 2.300
C 0.938 -1.646 0.679
C 0.214 -2.169 -1.493
N -1.288 -1.823 3.995
N -1.166 -0.929 3.221
N 0.460 -1.258 -0.438
H 0.090 3.913 -1.479
H 0.737 2.282 -3.303
H -0.467 3.111 0.687
H 0.868 0.011 -2.879
H -1.207 1.658 1.959
H 1.451 -0.981 1.441
H 1.079 -2.679 0.748
H 0.639 -3.211 -1.298
H 0.460 -1.699 -2.440
H -0.799 -2.343 -1.659
H -1.983 -1.779 4.829
*
```

Properties
E = -551.1020 Ha
structure (SMILES) = C=[N+](C)c1ccccc1C=C=[N+]=N
orbital gap = 0.262 Ha
E_LUMO = -9.98 eV
HOMO energy = -17.11 eV
energy relative to the best compared isomer or geometry (same formula, charge and spin) = 112.1 kcal per mole

No. 7
DFT (ωB97M-V/def2-TZVPD) results for an isolated molecule of C10H11N3O at a distorted geometry.

```
! wB97M-V def2-TZVPD RIJCOSX def2/J DEFGRID3
* xyz 0 1
O -1.400 -1.614 -3.389
N 1.202 -1.809 -1.232
C -0.463 -1.325 -2.651
C 0.606 -0.695 -0.854
C 1.626 1.410 2.769
C 1.267 2.130 1.638
C 1.629 0.015 2.737
C 0.896 1.465 0.472
C 1.236 -0.649 1.542
C 0.913 0.036 0.390
N 0.582 -2.152 -2.391
N -0.408 -0.305 -1.733
C -2.345 -0.077 -0.198
C -1.562 0.511 -1.363
H 1.879 1.940 3.698
H 1.206 3.207 1.617
H 1.926 -0.560 3.625
H 0.627 2.036 -0.416
H 1.283 -1.752 1.500
H 0.403 -3.134 -2.583
H -1.770 0.062 0.724
H -3.361 0.359 -0.163
H -2.444 -1.176 -0.302
H -2.205 0.529 -2.259
H -1.323 1.551 -1.180
*
```

Properties
E = -627.1761 Ha
structure (SMILES) = CCn1c(-c2ccccc2)n[nH]c1=O
orbital gap = 0.336 Ha
E_LUMO = 0.52 eV
HOMO energy = -8.63 eV
energy relative to the best compared isomer or geometry (same formula, charge and spin) = 0.0 kcal per mole

No. 8
DFT (ωB97M-V/def2-TZVPD) results for an isolated molecule of C10H11N3OS4 at a distorted geometry.

```
! wB97M-V def2-TZVPD RIJCOSX def2/J DEFGRID3
* xyz 0 1
S -0.650 -3.233 -0.472
S 2.781 2.781 1.135
N -0.480 -0.569 -0.679
O -0.190 2.906 3.319
S 3.451 0.277 -0.335
S 2.141 -1.214 -0.680
C -0.650 -1.773 -1.359
C 2.252 1.379 0.369
C 0.718 -0.224 -0.336
C -0.226 2.422 4.615
C -0.303 1.056 4.605
C -0.276 0.661 3.228
C -0.189 1.790 2.480
N -0.668 -1.802 -2.771
N 0.908 0.977 0.349
C -0.752 -3.101 -3.451
C -0.730 -0.562 -3.598
C -0.204 1.819 0.962
H -0.294 3.080 5.451
H -0.451 0.396 5.459
H -0.392 -0.339 2.827
H 0.058 -3.781 -3.063
H -1.752 -3.494 -3.273
H -0.609 -3.036 -4.525
H -1.554 0.070 -3.291
H 0.226 -0.006 -3.553
H -0.908 -0.820 -4.670
H -0.093 2.873 0.645
H -1.164 1.465 0.612
*
```

Properties
E = -2219.8646 Ha
structure (SMILES) = CN(C)C(=S)/N=c1\ssc(=S)n1Cc1ccco1
orbital gap = 0.296 Ha
E_LUMO = -0.20 eV
HOMO energy = -8.24 eV
energy relative to the best compared isomer or geometry (same formula, charge and spin) = 0.0 kcal per mole

No. 9
DFT (ωB97M-V/def2-TZVPD) results for a cluster of 2 separate species, C10H11N4O in total at a distorted geometry.

```
! wB97M-V def2-TZVPD RIJCOSX def2/J DEFGRID3
* xyz 1 1
C 0.103 -2.834 -0.965
C 1.324 -2.404 -0.500
C -1.132 -2.183 -0.675
C 1.417 -1.359 0.453
C 0.147 -0.757 0.832
C -1.971 -0.351 0.791
C 3.403 0.021 0.953
C -1.559 2.299 -1.048
C -1.729 1.471 -2.015
C -1.347 3.139 -0.071
N -0.031 0.232 1.696
N -1.313 0.525 1.564
N 2.598 -0.909 0.962
N -1.099 -1.200 0.255
O 3.304 1.121 0.160
H 0.162 -3.678 -1.770
H 2.209 -2.870 -0.877
H -2.240 -2.476 -0.838
H 4.207 0.064 1.744
H -1.732 0.336 -1.984
H -3.015 -0.437 1.018
H -1.709 2.015 -2.836
H -2.055 3.702 0.532
H -1.578 1.440 2.033
H -0.293 3.312 0.130
H 3.929 1.780 0.457
*
```

Properties
E = -681.5254 Ha
orbital gap = 0.291 Ha
E_LUMO = -3.97 eV
HOMO energy = -11.90 eV
energy relative to the best compared isomer or geometry (same formula, charge and spin) = 64.4 kcal per mole